47
Properties=species:S:1:pos:R:3 method="wB97M-V/def2-TZVPD" orbital_gap_ha=0.187 energy_ev=-591468.953 total_charge=+3 max_force_ev_per_a=1.832 e_above_lowest_ev=1.152
C 0.59859 2.26017 -1.29163
H -4.61455 -3.06182 2.07600
Ba -1.68236 2.59109 6.07544
H 1.71508 5.36257 -4.29295
O 0.72110 -0.15861 1.14669
Br 3.95124 6.22865 -3.51230
B 0.70782 1.26335 0.76406
Ba 5.23032 2.00859 0.31050
Br -4.07514 -0.75143 2.61293
O -0.22378 -1.31715 2.86251
O 2.98385 2.92891 -1.19972
H 2.31819 4.52816 -2.88869
O 2.09972 1.67926 0.38142
H 3.28063 4.15237 -5.79615
Br 3.95860 -1.17111 -1.29680
C 0.06571 -0.31912 2.28855
C -3.99197 -1.40106 -1.14877
O -0.93652 1.30950 3.80300
H 2.24344 -2.03327 1.10078
C -3.39998 -3.26191 3.78853
C 2.58920 4.86526 -3.87919
O -0.04354 1.45340 -0.46297
H -2.32860 -0.65429 -0.03796
H -1.90111 -1.33827 -1.67340
H -4.66264 -1.51603 -0.30359
Br -3.76120 -5.16396 3.92170
H -5.51154 -2.64107 3.52229
O 0.10561 1.97718 1.93574
C -0.35391 1.08625 2.75374
C 2.59076 -2.91899 0.58574
H 1.79104 -2.27660 -1.26809
Br -2.10515 -3.17068 -0.07895
C 3.06706 3.79213 -4.79595
Br -4.45817 0.25131 -2.08453
H -3.18750 -2.90503 4.79101
H 2.21812 3.10994 -4.88190
H 1.90574 -3.75152 0.72276
H 3.04582 -3.55116 -1.43085
H -4.25134 -2.19652 -1.84186
Br 4.28675 -3.38850 1.40321
Br 4.61306 2.77804 -4.20712
C -4.53179 -2.60609 3.05948
C -2.53707 -1.38849 -0.80077
O 0.21373 2.74373 -2.29501
H -2.49452 -3.13761 3.19892
C 2.72995 -2.66843 -0.88663
C 2.02124 2.37889 -0.74920